Record 1
Formula: C4H11N2O
Source: the OMol25 dataset
Level of theory: ωB97M-V with the def2-TZVPD basis set

Calculated values
Energy relative to the best compared isomer or geometry (same formula, charge and spin), kcal per mole: 44.8
HOMO level, Ha: -0.514
DFT total energy, eV: -9346.9132

Geometry as ORCA input:
```
! wB97M-V def2-TZVPD RIJCOSX def2/J DEFGRID3
* xyz 1 1
O 1.173 1.328 -0.864
C 0.801 0.691 0.094
N 1.518 0.191 1.134
C 0.941 -0.337 2.383
C -0.746 0.402 0.105
N -1.166 0.459 -1.328
C -0.626 -0.723 -2.063
H 2.465 -0.058 0.873
H 0.259 -1.173 2.221
H 1.842 -0.606 2.933
H 0.299 0.387 2.865
H -0.911 -0.534 0.675
H -1.223 1.061 0.828
H -0.912 1.356 -1.748
H -2.191 0.657 -1.268
H -1.424 -1.363 -2.450
H 0.018 -1.356 -1.418
H -0.115 -0.382 -2.970
*
```

Atom charges from the natural (NBO) analysis, given in e for atoms 1 to 5: -0.598 0.673 -0.607 -0.418 -0.365

---

Record 2
Formula: C4H11N2O
Source: the OMol25 dataset
Level of theory: ωB97M-V with the def2-TZVPD basis set

Calculated values
Energy relative to the best compared isomer or geometry (same formula, charge and spin), kcal per mole: 49.1
HOMO level, Ha: -0.520
DFT total energy, eV: -9346.7284

Geometry as ORCA input:
```
! wB97M-V def2-TZVPD RIJCOSX def2/J DEFGRID3
* xyz 1 1
N -2.324 0.434 -1.670
C -1.359 -0.358 -0.969
C -0.071 0.537 -0.799
N 1.001 0.213 -0.092
C 1.053 -0.792 1.061
C 2.024 -0.100 2.096
O -0.072 1.477 -1.597
H -2.810 1.215 -1.155
H -3.012 -0.111 -2.307
H -1.608 1.006 -2.201
H -1.804 -0.556 0.035
H -1.110 -1.387 -1.299
H 1.878 0.633 -0.456
H 0.113 -0.853 1.542
H 1.276 -1.694 0.501
H 3.142 -0.045 1.876
H 2.079 -0.565 3.179
H 1.604 0.949 2.255
*
```

Atom charges from the natural (NBO) analysis, given in e for atoms 1 to 5: -0.725 -0.349 0.657 -0.583 -0.218

---

Record 3
Formula: C4H11N2O
Source: the OMol25 dataset
Level of theory: ωB97M-V with the def2-TZVPD basis set

Calculated values
Energy relative to the best compared isomer or geometry (same formula, charge and spin), kcal per mole: 111.0
HOMO level, Ha: -0.513
DFT total energy, eV: -9344.0426

Geometry as ORCA input:
```
! wB97M-V def2-TZVPD RIJCOSX def2/J DEFGRID3
* xyz 1 1
C -1.588 -0.705 -0.781
C -1.327 1.301 0.908
C 1.978 -0.995 0.302
C -0.293 0.112 -0.447
N 0.313 0.841 -1.363
N 0.530 -0.653 0.599
O -1.756 -1.757 -0.288
H -2.266 -0.166 -1.342
H -0.448 1.822 1.423
H -1.672 2.158 0.382
H -2.037 0.611 1.563
H 2.328 -1.934 -0.052
H 2.247 -0.293 -0.438
H 2.620 -0.825 1.114
H 0.690 1.679 -1.232
H 0.183 0.599 -2.376
H 0.028 -1.608 0.474
H 0.470 -0.188 1.554
*
```

Atom charges from the natural (NBO) analysis, given in e for atoms 1 to 5: 0.418 -0.627 -0.446 0.240 -0.830

---

Record 4
Formula: C4H11N2O
Source: the OMol25 dataset
Level of theory: ωB97M-V with the def2-TZVPD basis set

Calculated values
Energy relative to the best compared isomer or geometry (same formula, charge and spin), kcal per mole: 45.1
HOMO level, Ha: -0.527
DFT total energy, eV: -9346.9031

Geometry as ORCA input:
```
! wB97M-V def2-TZVPD RIJCOSX def2/J DEFGRID3
* xyz 1 1
C 1.875 0.898 -0.863
C 0.835 -0.131 -0.302
C -0.597 0.100 -0.645
C -1.549 -0.355 0.391
N -2.655 -1.057 0.070
O -1.476 0.253 1.449
N 0.929 -0.105 1.208
H 2.956 0.549 -0.861
H 1.734 2.032 -0.453
H 1.835 1.027 -1.992
H 1.164 -1.188 -0.562
H -0.875 1.181 -0.812
H -0.964 -0.288 -1.598
H -3.159 -1.070 0.963
H -3.216 -1.283 -0.812
H 1.066 -1.107 1.597
H 0.248 0.310 1.773
H 1.849 0.234 1.449
*
```

Atom charges from the natural (NBO) analysis, given in e for atoms 1 to 5: -0.686 -0.041 -0.540 0.662 -0.806

---

Record 5
Formula: C4H11N2O
Source: the OMol25 dataset
Level of theory: ωB97M-V with the def2-TZVPD basis set

Calculated values
Energy relative to the best compared isomer or geometry (same formula, charge and spin), kcal per mole: 102.9
HOMO level, Ha: -0.528
DFT total energy, eV: -9344.3939

Geometry as ORCA input:
```
! wB97M-V def2-TZVPD RIJCOSX def2/J DEFGRID3
* xyz 1 1
C -1.033 1.106 0.370
C -0.596 -0.384 0.497
C 0.714 -0.066 -0.175
C -1.569 -1.302 -0.057
N 2.917 -0.235 -0.171
N 0.306 1.446 -0.195
O 1.682 -0.319 0.665
H -1.782 1.274 -0.416
H -1.386 1.671 1.263
H -0.508 -0.680 1.513
H 0.895 -0.426 -1.148
H -1.652 -1.163 -1.113
H -2.528 -1.152 0.390
H -1.348 -2.343 -0.128
H 3.071 -1.103 -0.674
H 3.777 0.031 0.282
H 0.477 1.968 -1.129
H 0.970 1.790 0.463
*
```

Atom charges from the natural (NBO) analysis, given in e for atoms 1 to 5: -0.213 -0.265 0.292 -0.616 -0.576

---

Record 6
Formula: C4H11N2O
Source: the OMol25 dataset
Level of theory: ωB97M-V with the def2-TZVPD basis set

Calculated values
Energy relative to the best compared isomer or geometry (same formula, charge and spin), kcal per mole: 65.4
HOMO level, Ha: -0.484
DFT total energy, eV: -9346.0204

Geometry as ORCA input:
```
! wB97M-V def2-TZVPD RIJCOSX def2/J DEFGRID3
* xyz 1 1
C -0.351 -1.145 2.341
C -0.586 -0.893 1.050
N 0.466 -0.429 0.150
N -1.352 -1.203 3.327
H 0.684 -1.140 2.673
H -1.574 -0.909 0.612
H 0.174 0.466 -0.321
H 1.338 -0.235 0.640
H 0.660 -1.055 -0.641
H -2.148 -0.634 3.073
H -0.923 -0.749 4.129
C -0.453 1.302 -2.166
C 0.857 1.264 -2.366
O 1.509 0.116 -2.724
H -0.888 2.257 -1.895
H -1.132 0.473 -2.323
H 1.468 2.153 -2.256
H 2.249 0.360 -3.303
*
```

Atom charges from the natural (NBO) analysis, given in e for atoms 1 to 5: 0.060 -0.196 -0.699 -0.761 0.201

---

Record 7
Formula: C4H11N2O2
Source: the OMol25 dataset
Level of theory: ωB97M-V with the def2-TZVPD basis set

Calculated values
Energy relative to the best compared isomer or geometry (same formula, charge and spin), kcal per mole: 52.1
HOMO level, Ha: -0.513
DFT total energy, eV: -11393.8645

Geometry as ORCA input:
```
! wB97M-V def2-TZVPD RIJCOSX def2/J DEFGRID3
* xyz 1 1
O -2.166 -1.601 1.083
C -1.156 -0.997 1.503
O -0.535 -1.637 2.491
C -0.638 0.149 0.616
C 0.929 -0.184 0.335
C 1.741 0.277 -0.853
N 0.790 1.162 -1.653
N -1.449 0.180 -0.683
H -1.311 -2.264 2.987
H -0.655 1.095 1.235
H 0.877 -1.224 0.415
H 1.443 0.137 1.274
H 1.961 -0.560 -1.542
H 2.660 0.879 -0.526
H 1.151 1.379 -2.525
H 0.594 2.103 -1.166
H -0.214 0.728 -1.694
H -2.053 1.022 -0.497
H -1.971 -0.643 -0.802
*
```

Atom charges from the natural (NBO) analysis, given in e for atoms 1 to 5: -0.609 0.749 -0.668 -0.136 -0.459

---

Record 8
Formula: C4H11N2O2
Source: the OMol25 dataset
Level of theory: ωB97M-V with the def2-TZVPD basis set

Calculated values
Energy relative to the best compared isomer or geometry (same formula, charge and spin), kcal per mole: 134.6
HOMO level (spin up / spin down), Ha: -0.394 / -0.394
DFT total energy, eV: -11390.2865

Geometry as ORCA input:
```
! wB97M-V def2-TZVPD RIJCOSX def2/J DEFGRID3
* xyz 1 1
C -1.403 -1.652 0.403
C -1.027 0.659 0.095
C 0.514 0.324 0.249
C 2.445 -0.204 -0.861
N 1.065 0.621 1.403
N -1.742 -0.480 -0.519
O -1.038 1.823 -0.592
O 1.029 -0.218 -0.765
H -1.368 -2.576 -0.048
H -1.957 -1.450 1.286
H -1.526 0.659 1.114
H 2.732 0.774 -0.634
H 2.753 -0.636 -1.864
H 2.843 -0.838 -0.144
H 0.498 0.798 2.203
H 1.909 1.054 1.369
H -1.034 -0.586 -1.273
H -2.724 -0.192 -0.711
H -1.970 2.120 -0.712
*
```

Atom charges from the natural (NBO) analysis, given in e for atoms 1 to 5: -0.679 0.204 0.726 -0.267 -0.737

---

Record 9
Formula: C4H11N2O2
Source: the OMol25 dataset
Level of theory: ωB97M-V with the def2-TZVPD basis set

Calculated values
Energy relative to the best compared isomer or geometry (same formula, charge and spin), kcal per mole: 109.6
HOMO level, Ha: -0.553
DFT total energy, eV: -11391.3703

Geometry as ORCA input:
```
! wB97M-V def2-TZVPD RIJCOSX def2/J DEFGRID3
* xyz 1 1
C -3.006 -0.507 0.030
C -1.603 -0.698 -0.648
C -0.847 1.603 0.578
C -0.575 0.197 0.040
N 1.794 -0.521 0.006
N 0.614 -0.332 0.098
O 2.410 -1.130 1.047
O 4.310 -0.137 -0.584
H -3.369 0.465 0.058
H -3.783 -1.024 -0.519
H -3.039 -0.744 1.078
H 4.439 0.786 -0.290
H -1.757 -0.196 -1.639
H -1.276 -1.769 -0.713
H -1.892 1.733 0.321
H -0.728 1.562 1.642
H -0.192 2.353 0.188
H 3.293 -1.154 0.556
H 4.883 -0.309 -1.340
*
```

Atom charges from the natural (NBO) analysis, given in e for atoms 1 to 5: -0.613 -0.462 -0.663 0.421 0.265

---

Record 10
Formula: C4H11N2OP
Source: the OMol25 dataset
Level of theory: ωB97M-V with the def2-TZVPD basis set

Calculated values
Energy relative to the best compared isomer or geometry (same formula, charge and spin), kcal per mole: 79.2
HOMO level (spin up / spin down), Ha: -0.330 / -0.310
DFT total energy, eV: -18639.4888

Geometry as ORCA input:
```
! wB97M-V def2-TZVPD RIJCOSX def2/J DEFGRID3
* xyz 0 1
C -0.942 0.712 -0.537
C -1.666 -0.047 0.196
C -3.058 -0.480 -0.193
C -1.169 -0.645 1.523
N 3.114 1.613 -0.970
N 2.509 -0.927 -0.878
O 2.710 0.351 1.405
P 2.199 0.512 0.032
H -1.210 1.177 -1.534
H -3.191 -1.393 -0.704
H -3.741 -0.463 0.720
H -3.520 0.298 -0.682
H -0.083 -0.681 1.833
H -1.649 -1.663 1.707
H -1.550 0.006 2.214
H 3.291 2.345 -0.211
H 2.270 1.928 -1.581
H 2.874 -1.813 -0.500
H 2.812 -0.831 -1.839
*
```

Atom charges from the natural (NBO) analysis, given in e for atoms 1 to 5: -0.138 -0.140 -0.628 -0.634 -1.123

---

Record 11
Formula: C4H11N2OS
Source: the OMol25 dataset
Level of theory: ωB97M-V with the def2-TZVPD basis set

Calculated values
Energy relative to the best compared isomer or geometry (same formula, charge and spin), kcal per mole: 47.1
HOMO level, Ha: -0.111
DFT total energy, eV: -20190.0826

Geometry as ORCA input:
```
! wB97M-V def2-TZVPD RIJCOSX def2/J DEFGRID3
* xyz -1 1
C 0.823 -2.502 -0.076
C 1.020 -1.234 -0.912
S -0.578 -0.500 -1.444
N -0.005 -3.521 -0.679
H 0.350 -2.171 0.855
H 1.785 -2.961 0.180
H 1.613 -1.441 -1.810
H 1.591 -0.507 -0.321
H 0.470 -4.060 -1.385
H -0.796 -3.083 -1.130
O -0.684 4.610 -0.145
C -1.125 3.585 0.319
C -0.242 2.440 0.739
N -1.047 1.337 1.264
H -2.209 3.481 0.488
H 0.328 2.146 -0.146
H 0.440 2.790 1.516
H -1.076 0.586 0.557
H -0.656 1.004 2.130
*
```

Atom charges from the natural (NBO) analysis, given in e for atoms 1 to 5: -0.224 -0.527 -0.709 -0.866 0.169

---

Record 12
Formula: C4H11N2OS
Source: the OMol25 dataset
Level of theory: ωB97M-V with the def2-TZVPD basis set

Calculated values
Energy relative to the best compared isomer or geometry (same formula, charge and spin), kcal per mole: 21.1
HOMO level, Ha: -0.469
DFT total energy, eV: -20182.7566

Geometry as ORCA input:
```
! wB97M-V def2-TZVPD RIJCOSX def2/J DEFGRID3
* xyz 1 1
N 0.539 0.056 -1.735
C 0.352 0.377 -0.224
C -0.441 -0.659 0.530
C -1.892 -0.980 0.042
S -3.167 0.075 0.783
C 1.764 0.648 0.274
N 2.031 0.647 1.586
O 2.547 1.039 -0.593
H 1.187 0.842 -1.938
H -0.269 0.033 -2.352
H 0.976 -0.873 -1.819
H -0.213 1.312 -0.335
H -0.495 -0.540 1.614
H 0.060 -1.661 0.414
H -2.026 -1.245 -1.010
H -2.076 -1.888 0.665
H -3.224 1.051 -0.138
H 2.964 1.039 1.859
H 1.384 0.728 2.377
*
```

Atom charges from the natural (NBO) analysis, given in e for atoms 1 to 5: -0.695 -0.119 -0.451 -0.550 0.015